No. 1
# C4H12N2O2

2 unconnected molecules or ions with the total composition C4H12N2O2 (the ωB97M-V functional and the def2-TZVPD basis, OMol25).

total charge	0
2S+1	1
molecular weight	120.152	g/mol
E_LUMO	0.79	eV
structure (SMILES)	CNN=O.CCOC

XYZ file:
```
20
Properties=species:S:1:pos:R:3:forces:R:3:mulliken_charge:R:1
C 0.4851 -0.9929 0.9323 3.97 1.90 0.28 -0.0208
C -2.3916 -0.4601 -0.8043 -0.30 -0.46 0.37 -0.8002
C 1.1233 -1.7240 -0.2164 -0.47 -0.24 -0.16 -1.0720
N -1.6310 0.6530 -0.2915 1.08 0.41 -2.11 0.0808
H -1.6982 1.0649 0.6321 -0.32 0.02 -0.13 0.2399
H 0.9335 -1.2462 1.8935 -0.01 -0.29 -0.21 0.3006
H -0.5817 -1.1493 1.0756 -0.21 1.28 -0.60 0.2151
H -2.3222 -0.5705 -1.8896 0.19 0.61 0.15 0.2955
H -2.0452 -1.4237 -0.4202 -0.11 0.02 0.26 0.2519
H -3.4467 -0.3174 -0.5473 0.12 -0.20 -0.08 0.3517
H 0.9645 -2.8019 -0.0953 -0.07 0.03 -0.10 0.3816
H 2.1965 -1.5360 -0.2694 -0.18 0.02 0.22 0.3157
H 0.6835 -1.4029 -1.1642 -0.01 -0.08 0.06 0.2629
C 1.8955 1.6440 0.5929 -0.27 0.54 0.22 -0.7128
O 1.2147 0.4754 0.8644 -2.74 -3.60 1.57 -0.4576
N -0.9008 1.3833 -1.2067 -1.49 0.57 1.77 0.0173
O -0.7064 2.5150 -0.8089 0.51 -0.86 -0.51 -0.4459
H 2.3378 1.6196 -0.4095 -0.21 0.49 -0.03 0.2929
H 1.1897 2.4626 0.8052 0.39 0.21 -0.85 0.2219
H 2.6999 1.8069 1.3270 0.13 -0.37 -0.12 0.2815
```
Positions in Å, forces in eV/Å.



No. 2
# C46H36BF4N10O2STi

A molecular structure, C46H36BF4N10O2STi (the ωB97M-V functional and the def2-TZVPD basis, OMol25).

total charge	-2
2S+1	2
molecular weight	927.600	g/mol
E_LUMO (alpha / beta)	3.81 / 3.81	eV

XYZ file:
```
101
Properties=species:S:1:pos:R:3:forces:R:3:mulliken_charge:R:1
Ti -12.8633 -10.6908 11.9627 1.31 -0.98 0.81 -0.3392
O -14.2886 -9.5964 11.7059 -1.81 3.11 -0.22 -0.5206
C -14.5862 -8.1936 11.8006 -0.03 -0.96 0.28 2.4053
C -13.4259 -7.4330 12.5117 1.02 -0.44 0.63 -2.3746
C -12.8639 -8.0688 13.7764 -0.06 -1.47 -0.63 0.2369
C -12.7477 -7.3044 14.8962 -0.79 1.87 0.65 -0.2562
C -12.2275 -7.8014 16.1006 0.63 0.90 -0.43 -1.1630
C -11.8804 -9.1194 16.0801 -0.78 -0.67 0.34 -0.7478
C -12.2850 -9.9524 14.9874 0.32 1.87 -0.34 -0.3124
C -12.3128 -11.3948 15.2757 1.19 -0.44 -0.88 -1.9786
C -13.3036 -12.3307 14.5715 1.08 -0.98 -3.42 3.6087
O -13.3252 -12.0745 13.0987 -0.49 -0.16 2.59 0.9925
C -12.7461 -13.7976 14.6007 -0.51 -0.30 -0.09 -0.2529
C -13.0964 -14.7345 13.5821 -0.49 1.40 0.78 -0.0943
C -12.7081 -16.0379 13.6185 1.30 -0.33 1.19 -0.9075
C -11.9010 -16.4919 14.6908 -0.80 1.38 -0.36 -0.6583
C -11.5561 -15.5971 15.6821 0.95 0.91 0.91 -0.8874
C -11.9082 -14.2353 15.6036 -0.87 -0.50 0.06 0.0252
C -14.7338 -12.2839 15.0599 -1.04 0.42 1.13 0.0826
C -15.1303 -11.5825 16.2177 2.22 -0.43 -0.79 -0.2236
C -16.4364 -11.5350 16.6188 -0.86 0.88 1.09 -0.8190
C -17.4388 -12.1285 15.8971 -0.12 -0.91 -1.11 -0.5759
C -17.0547 -12.9425 14.7933 -0.61 0.59 0.89 -0.9826
C -15.7494 -13.0037 14.3991 2.02 0.01 -1.05 -0.1662
N -12.5213 -9.4135 13.7732 -1.48 0.54 1.65 0.9333
C -14.7246 -7.6831 10.3468 -0.50 0.98 -0.18 -0.2662
C -14.6611 -6.2874 10.0237 0.13 -1.46 0.09 -0.1819
C -14.8054 -5.8804 8.7090 0.47 0.94 -0.11 -0.8278
C -14.9145 -6.7834 7.6563 -0.66 -0.50 0.56 -0.5643
C -15.0161 -8.1432 7.9649 0.06 -0.19 0.15 -0.7760
C -14.9793 -8.5900 9.3056 -0.08 0.61 -0.60 0.0238
C -15.9207 -7.9674 12.6074 -0.02 -0.30 -0.92 0.0011
C -16.0802 -6.8884 13.4685 -0.78 -1.25 0.02 -0.0390
C -17.2758 -6.7390 14.1715 0.31 1.13 0.14 -0.8428
C -18.3570 -7.5914 14.0262 -0.51 -0.82 -0.37 -0.6225
C -18.2505 -8.6309 13.0875 1.39 0.07 -1.24 -0.7650
C -17.0353 -8.8006 12.3656 0.16 0.57 1.32 -0.5022
H -13.5823 -6.3899 12.8163 -0.47 -0.28 -0.58 0.9352
H -12.5658 -7.3919 11.8643 0.25 -0.12 -0.81 0.7557
H -13.1437 -6.2589 14.8245 0.54 -1.00 0.25 0.2532
H -12.0468 -7.1106 16.9611 -0.17 -0.87 -0.78 0.3280
H -11.4461 -9.5987 16.9535 -0.18 -0.02 -0.08 0.5220
H -12.3954 -11.4706 16.3492 0.06 -0.32 0.29 1.3595
H -11.2624 -11.6473 14.9862 -0.74 -0.69 0.23 0.0471
H -13.7208 -14.3998 12.7778 0.00 0.15 -0.36 -0.0836
H -12.9231 -16.6994 12.8095 -0.29 -0.31 -0.41 0.4585
H -11.5490 -17.4837 14.6804 0.36 -1.11 0.20 0.4465
H -10.9024 -15.8054 16.5584 -0.45 -0.49 -0.91 0.2815
H -11.5372 -13.5141 16.3287 -0.06 -0.45 0.03 0.2206
H -14.3422 -11.0928 16.8092 -0.59 -0.09 -0.20 0.2686
H -16.6886 -10.9869 17.5375 0.08 -0.09 -0.46 0.3448
H -18.4832 -11.9287 16.1540 0.32 -0.45 -0.04 0.3636
H -17.7351 -13.5699 14.2518 -0.61 0.10 -0.16 0.4666
H -15.4031 -13.5684 13.5007 -0.80 0.38 0.89 0.3649
H -14.4542 -5.5172 10.7649 -0.17 -0.34 0.10 0.2964
H -14.7442 -4.7946 8.5036 -0.11 -0.70 0.01 0.3246
H -15.0713 -6.4010 6.6559 0.29 -0.19 -0.11 0.3774
H -15.1047 -8.9086 7.1717 -0.09 0.61 0.48 0.3458
H -15.2021 -9.6436 9.4773 0.55 0.31 0.29 0.2633
H -15.2589 -6.2475 13.6844 0.22 0.56 0.06 0.3240
H -17.3132 -5.8163 14.7589 -0.36 -0.54 0.30 0.3352
H -19.2844 -7.5261 14.6239 0.66 0.33 -0.41 0.3438
H -19.0731 -9.2715 12.7585 0.09 0.15 0.69 0.3786
H -16.8415 -9.6363 11.7128 -0.39 -0.16 -0.24 0.4679
C -8.0616 -7.5138 7.3656 0.72 -0.47 -0.91 -0.9936
N -7.7162 -8.8929 7.6362 -1.62 -2.36 -0.57 0.1768
C -6.6431 -9.3957 8.3641 -0.16 -0.43 0.29 -0.2678
C -6.7821 -10.7440 8.3805 2.40 0.23 1.33 -0.5800
N -7.8687 -11.1459 7.6462 -0.08 1.57 -0.47 0.3921
C -8.4831 -9.9869 7.1290 0.82 1.01 -0.14 -0.1351
S -9.6808 -9.7596 5.9302 0.61 -0.45 0.97 -0.4537
C -8.2752 -12.4988 7.7848 0.19 -1.41 0.21 0.6205
C -9.5135 -12.9583 7.3847 -0.90 1.02 0.68 -0.5962
C -10.1157 -13.9974 8.1105 -0.01 -0.94 1.32 -0.0422
C -9.3143 -14.7478 9.0128 1.07 1.15 -0.81 -0.3896
C -7.9325 -14.3418 9.0783 -1.24 -1.00 0.14 -0.2398
N -7.4111 -13.2798 8.4866 -1.11 0.76 -0.05 -0.4725
H -9.0309 -7.1755 7.6879 -0.49 -0.44 0.43 0.2807
H -8.0350 -7.3695 6.2799 0.07 0.15 0.11 0.3600
H -7.3030 -6.9300 7.8459 0.41 0.52 0.19 0.3594
H -5.8939 -8.7925 8.9064 -0.85 -0.41 -0.47 0.4155
H -6.1456 -11.4650 8.9472 -0.99 0.88 -0.74 0.3363
H -10.1035 -12.2799 6.7805 -0.15 -0.17 -0.02 0.2383
H -11.2390 -14.0970 8.1394 1.40 -0.15 -0.50 0.2933
H -9.6322 -15.5722 9.6750 -0.13 0.80 -0.54 0.2832
H -7.2595 -14.9115 9.7325 -0.16 0.22 -0.38 0.3363
N -13.2029 -11.8092 10.1765 -1.62 -2.95 0.25 -0.6621
C -13.7198 -12.8964 10.1068 1.60 3.56 -0.63 0.8636
N -14.1192 -14.0391 9.7533 1.04 -0.12 -0.66 -0.7517
C -15.1771 -14.6942 10.0529 -2.27 -2.03 1.66 0.6322
N -16.0410 -15.4230 10.3920 1.07 1.24 -0.85 -0.7390
F -8.3024 -12.5249 13.0071 -1.53 -0.69 -0.07 -0.3939
B -9.6405 -13.0370 13.1750 0.25 0.45 -0.54 0.0480
F -9.8400 -13.2210 14.5903 0.39 0.12 -1.40 -0.3780
F -9.8713 -14.2329 12.3978 0.39 1.36 1.17 -0.3855
F -10.6010 -12.0005 12.6924 1.11 -1.27 0.79 -0.6981
N -6.3521 -10.2240 11.5375 -1.75 0.48 0.38 -0.8988
C -7.5178 -10.0264 11.4947 4.21 -1.09 0.16 0.8042
N -8.7001 -9.7598 11.1940 -1.79 0.87 -0.89 -0.6585
C -9.9304 -9.8201 11.3188 -2.24 0.03 0.26 1.0063
N -11.1214 -9.7770 11.3401 2.07 0.45 -0.51 -0.1620
```
Positions in Å, forces in eV/Å.



No. 3
# C2H6S2

2 unconnected molecules or ions with the total composition C2H6S2 (the ωB97M-V functional and the def2-TZVPD basis, OMol25).

total charge	0
2S+1	1
molecular weight	94.204	g/mol
E_LUMO	0.15	eV
structure (SMILES)	C=C.SS

XYZ file:
```
10
Properties=species:S:1:pos:R:3:forces:R:3:mulliken_charge:R:1
S -1.6914 1.1755 -1.8956 -0.34 -1.17 0.49 -0.1899
S -2.7747 0.0310 -0.4621 0.56 0.81 -0.51 -0.1751
H -0.9545 0.1082 -2.3005 -0.10 0.51 0.03 0.1822
H -2.0235 0.4317 0.5794 -0.08 -0.16 0.00 0.1700
C 1.5879 -0.1209 0.1239 -0.31 -0.47 0.59 -0.4429
C 0.9252 -0.4958 1.2202 -0.13 0.65 -0.26 -0.5360
H 1.7776 0.9286 -0.0493 0.74 -0.02 0.19 0.2292
H 1.9531 -0.8527 -0.5851 -0.56 0.14 -0.49 0.2533
H 0.8590 0.1968 2.0526 -0.56 0.20 -0.17 0.2351
H 0.3413 -1.4024 1.3164 0.77 -0.50 0.13 0.2741
```
Positions in Å, forces in eV/Å.



No. 4
# C32H59BrCl2FIN5O10PS

A molecular structure, C32H59BrCl2FIN5O10PS (the ωB97M-V functional and the def2-TZVPD basis, OMol25).

total charge	0
2S+1	1
molecular weight	1033.602	g/mol
E_LUMO	-2.62	eV

XYZ file:
```
113
Properties=species:S:1:pos:R:3:forces:R:3:mulliken_charge:R:1
C -0.0166 2.8648 -0.8895 -0.23 -4.47 -5.42 -1.1605
C -0.1317 1.8797 -1.7754 1.74 4.67 5.08 -0.7175
C -0.0941 0.4956 -2.7103 -1.79 5.21 0.67 1.7849
C -1.2633 1.0333 -3.7527 -0.50 -0.05 -0.43 -0.0140
C -2.6153 1.6277 -3.1291 -1.28 0.68 -0.61 -0.7154
O -3.4965 1.8364 -4.3161 -0.35 -1.26 1.17 -0.5607
N -0.4800 -0.5353 -1.7700 1.38 -1.39 0.31 0.8473
C -1.2857 -0.2237 -0.6008 -3.38 0.30 1.86 -1.2959
N -0.6204 0.0850 0.7127 0.78 0.40 -0.04 -0.3277
C -0.0477 -1.9942 -1.9003 -2.52 1.00 -0.41 0.4633
C 0.2394 -2.6620 -0.4669 1.82 -0.65 2.14 -0.7247
C -0.8754 -3.2701 0.4822 -4.32 -0.59 0.16 -0.2130
O -2.1068 -3.4461 0.4426 5.21 1.24 -0.70 -0.4408
I -0.0305 -4.0195 2.4139 0.17 0.37 -0.88 -0.0303
C -1.4134 -2.6958 -2.4476 -1.40 -4.03 -0.95 -0.0575
Cl -2.9354 -1.7405 -2.9927 2.29 -0.70 0.86 -0.1959
C -1.7333 -4.0857 -2.5563 -0.54 1.97 -0.24 -0.0952
C -3.1454 -4.6830 -3.1312 0.85 -0.60 -0.39 -1.1820
Cl -0.6154 -5.3873 -2.0088 -0.98 1.31 -0.44 -0.1464
C 1.2176 -2.0552 -2.9916 0.69 -1.14 1.70 1.7090
C 2.2837 -3.2592 -2.6593 -1.96 -4.12 0.85 -2.4300
N 3.0503 -3.9446 -3.7169 2.30 0.26 1.26 -0.1450
C 4.4294 -4.2030 -3.1174 0.74 -0.65 -1.00 -0.7458
S 0.6284 -2.6314 -4.6605 1.52 -6.33 -9.84 1.7347
O 1.5909 -2.4065 -5.8198 -2.92 1.56 4.93 -0.5563
O 0.3919 -4.1565 -4.7526 -0.10 4.76 2.73 -0.6757
F -0.8563 -2.1009 -5.2436 2.07 0.10 2.10 -0.3388
N 2.0903 -0.7820 -2.9592 0.07 0.82 0.43 -0.3223
Br 2.5887 -0.4048 -1.0964 -0.79 -0.18 1.36 0.1556
C 3.5222 -0.9749 -3.4157 11.84 -1.73 -6.36 0.9114
O 4.5822 -0.6755 -2.6795 -5.61 -0.02 0.43 -0.6979
O 4.0466 -1.4189 -4.6304 -6.03 1.70 4.43 -0.6092
C 1.4130 0.5045 -3.4292 0.35 1.90 0.94 1.1186
C 2.2516 1.8638 -3.0294 0.52 2.23 -0.28 -2.0087
C 3.6719 2.1686 -3.6862 2.50 1.05 0.02 -0.1714
O 4.6844 2.3004 -2.6000 -0.34 -1.38 -0.77 -0.5979
C 3.7831 3.6475 -4.4250 0.23 -0.36 -0.67 -0.7043
N 5.1775 4.1962 -4.3719 -1.06 -0.07 -0.13 -0.6318
P 1.3780 0.8244 -5.3062 -2.13 0.23 -8.90 0.7025
O 0.2890 0.2314 -6.2037 1.26 0.45 3.43 -0.7441
O 2.7655 0.4818 -6.2249 -0.89 1.26 2.41 -0.5234
O 1.1768 2.5187 -5.7379 0.57 -1.72 1.83 -0.5393
H 0.1878 3.8883 -0.3858 -0.67 -2.44 -1.08 0.4021
H -1.5943 0.2095 -4.4936 0.86 1.54 1.11 0.1145
H -0.8812 1.9959 -4.2991 -0.30 -2.13 0.79 -0.0084
H -3.2338 0.9548 -2.4487 1.44 0.86 -0.55 0.4250
H -2.5326 2.7089 -2.6967 0.30 -2.25 -0.45 0.1325
H -4.2408 1.1774 -4.2334 1.30 1.10 -0.28 0.3542
H -2.0399 -1.0921 -0.3685 1.81 1.02 -0.75 0.1678
H -2.0985 0.6145 -0.6805 1.85 -1.26 -1.06 0.4258
H 0.3208 0.5002 0.5919 -0.89 -0.33 -0.20 0.1660
H -1.1534 0.8176 1.2318 0.47 -0.90 -0.81 0.3448
H 0.7947 -1.9553 0.2876 -1.27 -0.94 -1.71 0.5261
H 0.9789 -3.5685 -0.4493 -1.34 1.68 -0.65 0.5802
H -3.4281 -4.2002 -4.1548 0.52 -0.54 2.16 0.3349
H -3.0451 -5.8195 -3.3689 0.19 2.06 0.66 0.3642
H -3.9710 -4.5908 -2.3389 1.27 0.21 -1.25 0.2752
H 2.9584 -3.1036 -1.7527 -1.09 0.79 -1.30 0.5717
H 1.5992 -4.1531 -2.3360 0.66 2.13 -0.06 0.5449
H 2.7224 -4.8899 -3.9623 -0.64 1.05 0.36 0.3282
H 5.0771 -3.2526 -3.0872 -1.24 -1.37 0.09 0.2099
H 4.9575 -4.9504 -3.8278 -0.80 1.27 1.16 0.3428
H 4.3613 -4.7361 -2.0868 0.16 0.99 -1.43 0.2833
H 2.4191 2.0921 -1.9255 -0.43 -1.01 -1.47 0.4365
H 1.6712 2.8301 -3.3608 0.31 -2.41 0.41 0.6812
H 4.1499 1.4333 -4.4020 -1.30 0.50 0.67 0.7398
H 5.4678 1.7319 -2.8456 -1.53 0.70 0.52 0.4015
H 3.5412 3.5215 -5.5603 0.02 0.25 2.20 0.1743
H 3.0820 4.4224 -3.9388 0.94 -1.28 -0.81 0.3178
H 5.3759 4.6861 -3.4877 -0.04 -0.93 -0.66 0.2707
H 5.8841 3.4807 -4.5974 -0.58 0.68 0.43 0.2744
H 2.7410 0.9793 -7.0801 -0.48 -0.30 1.08 0.3936
H 0.2441 2.6844 -6.0062 0.76 -0.71 0.26 0.3519
C -1.3405 7.0609 4.7947 -0.13 -0.05 0.17 -1.1801
C 0.0668 6.4986 4.9274 0.09 0.09 -0.05 -0.3644
C 0.8713 6.5805 3.6283 0.17 -0.06 0.04 -0.9167
C 0.2977 5.7773 2.4564 -0.16 0.04 0.00 -0.7081
C 0.1168 4.2812 2.7206 0.08 0.07 -0.08 -0.0670
C 1.4289 3.5636 3.0055 -0.06 -0.17 0.06 -1.2217
H -1.9323 6.5047 4.0637 0.01 0.06 0.03 0.2776
H -1.8627 7.0023 5.7546 -0.01 0.05 -0.13 0.3731
H -1.3126 8.1108 4.4893 -0.03 -0.08 -0.02 0.2938
H 0.0181 5.4642 5.2840 0.04 0.04 -0.04 0.2295
H 0.5979 7.0640 5.7015 -0.01 -0.10 -0.07 0.3716
H 1.8983 6.2533 3.8285 -0.08 0.02 -0.05 0.3276
H 0.9473 7.6312 3.3233 -0.02 -0.08 0.03 0.4048
H 0.9597 5.9083 1.5916 -0.01 -0.01 0.04 0.3923
H -0.6678 6.2016 2.1618 0.05 0.01 0.01 0.3931
H -0.3457 3.8247 1.8379 -0.06 0.02 0.11 0.0569
H -0.5789 4.1185 3.5498 0.00 0.05 -0.05 0.3322
H 2.1210 3.6712 2.1651 0.02 0.02 0.07 0.2390
H 1.2495 2.4963 3.1617 0.10 0.04 0.00 0.3585
H 1.9151 3.9515 3.9041 0.00 -0.04 -0.09 0.3829
C -4.1862 -4.1831 9.1750 -0.20 -0.07 0.06 -1.1768
C -3.6599 -4.8169 7.8962 0.14 -0.03 0.01 -0.3651
C -2.4369 -4.0945 7.3269 0.04 -0.08 -0.14 -0.6279
C -2.6771 -2.6406 6.9070 -0.05 0.04 0.11 -0.6824
C -3.7804 -2.4385 5.8667 0.12 0.06 -0.01 -0.4242
C -3.4810 -3.1231 4.5404 -0.16 0.02 -0.07 -1.0011
H -4.5194 -3.1556 9.0111 0.03 -0.04 0.04 0.2798
H -5.0419 -4.7507 9.5534 0.09 0.10 0.04 0.3686
H -3.4156 -4.1764 9.9513 -0.05 0.05 -0.04 0.2929
H -4.4607 -4.8615 7.1505 0.07 0.01 0.01 0.2422
H -3.3824 -5.8557 8.1090 -0.03 0.08 -0.07 0.3543
H -2.0575 -4.6649 6.4708 -0.02 0.07 0.05 0.2579
H -1.6350 -4.1106 8.0750 -0.07 -0.01 -0.03 0.3773
H -1.7376 -2.2358 6.5121 -0.07 -0.01 0.00 0.3541
H -2.9137 -2.0403 7.7917 0.03 -0.04 -0.02 0.3186
H -3.8963 -1.3637 5.6859 -0.02 -0.08 0.07 0.3480
H -4.7424 -2.7899 6.2530 0.05 0.02 0.04 0.2761
H -2.5473 -2.7477 4.1118 -0.06 -0.08 0.02 0.1521
H -4.2845 -2.9279 3.8250 0.10 -0.06 -0.02 0.3718
H -3.3966 -4.2069 4.6546 0.03 0.07 -0.05 0.2732
```
Positions in Å, forces in eV/Å.